# F8H8N4NaO20S8

A structure of composition F8H8N4NaO20S8 at a distorted geometry (ωB97M-V/def2-TZVPD, OMol25).

```
49
Properties=species:S:1:pos:R:3:forces:R:3
S -12.5356 2.6079 15.2765 -3.5 1.0 0.4
S -13.7085 -4.3748 13.7625 2.8 2.5 -2.8
S -15.5475 -5.0871 15.2612 -1.6 0.2 2.4
S -15.9762 0.1645 18.2864 0.4 7.1 -1.5
S -16.0471 -2.1173 18.9893 0.7 -4.7 0.2
S -11.8985 0.4453 14.3857 -0.3 -4.2 -1.2
S -8.1669 -2.0839 15.6870 2.0 -1.6 -1.8
S -9.5392 -1.8127 17.6399 -6.6 1.1 4.0
Na -13.4088 -2.5527 16.9481 1.1 0.5 -0.1
F -12.1907 -0.4064 13.0499 0.0 0.0 0.1
F -12.6935 -3.1413 13.7204 -0.1 -1.1 0.2
F -14.0481 3.0911 15.6012 0.2 0.4 -0.5
F -14.9728 -3.3535 18.9887 -0.1 0.9 -0.4
F -9.5112 -2.1203 19.2420 0.6 0.4 -0.2
F -16.1584 -4.4467 16.5671 0.0 -0.1 0.0
F -15.2518 1.0616 17.1921 -0.1 -0.6 0.3
F -6.9836 -3.1402 15.3394 0.3 0.3 0.6
O -15.5264 0.7878 19.5108 -0.8 -1.1 -0.8
O -12.9241 -5.5837 13.7931 -0.8 0.8 0.0
O -9.1877 -2.6545 14.8496 0.0 0.8 1.3
O -9.7008 -0.3949 17.5140 0.6 -0.7 -0.1
O -12.2449 -0.4732 15.4486 0.5 0.6 -0.7
O -12.2825 -3.3518 20.0557 0.3 -0.3 0.1
O -7.6082 -0.8165 15.3488 -0.1 -0.2 0.4
O -16.5818 -4.9449 14.2855 0.6 -0.2 0.1
O -17.1841 -2.7977 18.4358 0.2 1.2 0.5
O -11.9233 3.7845 14.7372 0.3 -0.2 -0.1
O -10.5215 0.7998 14.1966 -0.4 0.6 0.5
O -12.1806 2.1441 16.5898 0.7 -0.1 -1.2
O -10.7306 -2.6100 17.3389 1.3 0.2 -0.4
O -15.4660 -1.1941 15.1917 -0.1 0.0 0.4
O -14.5450 -4.0844 12.6215 0.5 -0.9 1.0
O -12.9476 -5.1180 17.4355 0.2 0.1 0.4
O -12.6658 -0.8845 18.7658 0.3 -0.3 0.0
O -17.3529 0.3039 17.8787 0.5 -1.0 1.0
O -16.0160 -1.7314 20.3698 -0.3 0.3 -1.0
O -15.1921 -6.4254 15.7028 0.2 1.4 -0.7
N -8.1780 -2.3872 17.3376 1.8 -0.7 -3.7
N -14.3252 -3.9338 15.1700 -1.9 -3.1 -0.5
N -13.0303 1.5135 14.0744 2.3 2.0 2.8
N -15.2511 -1.1716 17.8844 -1.8 -1.8 2.8
H -15.2363 -2.0584 14.8382 0.0 0.0 -0.1
H -13.4118 -4.8922 16.6182 0.2 -0.3 -0.2
H -12.6435 -4.2068 20.3024 -0.2 0.1 -0.1
H -12.6012 -1.5773 19.4391 0.0 0.2 0.0
H -13.3189 -5.9667 17.6920 -0.1 0.1 -0.1
H -13.5915 -0.8819 18.5073 0.1 0.5 0.4
H -15.4405 -1.2938 16.1705 -0.3 0.1 -1.3
H -11.7753 -3.5267 19.2478 0.1 0.1 -0.1
```
Positions in Å, forces in eV/Å.

net charge: -3
gap between HOMO and LUMO: 7.048 eV
E_tot: -159878.402 eV
energy relative to the best compared isomer or geometry (same formula, charge and spin): 69.3 kcal/mol
molecular weight: 815.58 g/mol

# F8Li3N4O16S8

A structure of composition F8Li3N4O16S8 at a distorted geometry (ωB97M-V/def2-TZVPD, OMol25).

```
39
Properties=species:S:1:pos:R:3:forces:R:3
S -1.3484 -9.7259 4.1492 -5.7 0.3 2.3
S 4.1373 -12.4334 -3.4639 2.2 -2.7 -3.9
S -1.9922 -9.3306 -0.2245 -9.9 0.0 -0.2
S 2.1729 -13.5374 1.4304 1.4 -2.0 -0.7
S 0.0085 -13.5524 0.7727 -2.6 -4.8 -3.4
S 3.3121 -11.0086 -1.8075 -0.6 3.4 7.9
S 0.0902 -8.1548 -0.5246 3.2 2.3 -2.0
S 0.6604 -8.7398 3.6661 9.3 5.6 2.7
F 0.8772 -8.4994 -1.9400 -1.4 0.3 1.0
F 3.4457 -12.8470 -4.8820 0.3 1.0 0.3
F 3.2938 -12.4775 1.9732 -0.6 0.4 -0.4
F -2.6542 -10.6837 0.2292 0.5 -0.9 -0.2
F -2.3120 -10.6945 3.3216 0.6 0.4 0.1
F 3.4974 -9.4735 -1.6218 -0.5 2.1 0.8
F -1.3775 -12.8973 1.4064 -0.7 0.4 0.0
F 2.0679 -9.0559 2.9381 0.2 -0.4 0.1
O -1.1694 -10.4483 5.4212 0.3 0.8 -2.7
O -2.6993 -9.0838 -1.4929 1.8 -0.1 1.9
O 0.4033 -7.4681 3.1106 -1.3 0.7 0.0
O 4.4781 -11.4420 -1.0866 -0.6 -1.0 -0.6
O 5.5844 -12.4681 -3.8179 -3.5 1.3 1.0
O 2.6518 -13.9225 0.1144 0.6 1.0 1.1
O -2.3261 -8.5330 0.9296 1.3 0.0 -1.0
O 2.0080 -11.2111 -1.1627 0.3 -0.2 -1.0
O -0.1396 -14.9170 1.2548 -1.3 0.3 0.0
O -0.8091 -7.0265 -0.8136 1.7 -3.2 0.4
O -0.2154 -13.2713 -0.6562 -0.2 0.7 0.7
O -2.1421 -8.4345 4.2366 3.1 -3.9 -0.8
O 3.6490 -13.5254 -2.6674 0.1 1.3 0.1
O 2.2549 -14.4852 2.5359 -0.4 1.1 -0.4
O 1.0864 -8.7778 5.0933 -1.8 -0.6 -2.8
O 1.2068 -7.9321 0.3425 -1.5 -0.9 -0.1
N -0.0113 -9.9196 3.0274 -4.8 -2.8 1.3
N 3.3365 -10.8911 -3.2835 1.9 -4.8 -4.8
N -0.5653 -9.8047 -0.4000 3.5 3.1 0.0
N 0.8306 -12.5172 1.5139 3.8 3.4 3.0
Li 0.2167 -10.6872 1.1479 0.5 0.0 -0.1
Li 0.4926 -11.8578 3.3082 0.1 -0.4 0.4
Li 0.0468 -10.9916 -1.7586 1.0 -1.2 0.0
```
Positions in Å, forces in eV/Å.

net charge: -2
<S²>: 0.752
gap between HOMO and LUMO (alpha / beta): 3.451 / 8.984 eV
2S+1: 2
E_tot: -147755.348 eV
energy relative to the best compared isomer or geometry (same formula, charge and spin): 19.9 kcal/mol
molecular weight: 741.36 g/mol